{
  "formula": "C10H22N3S",
  "method": "wB97M-V/def2-TZVPD",
  "species": ["C", "H", "H", "C", "H", "C", "N", "C", "S", "N", "H", "C", "C", "N", "C", "C", "H", "H", "H", "H", "C", "H", "H", "H", "H", "H", "H", "H", "H", "C", "H", "H", "H", "H", "H", "H"],
  "coordinates": [[-4.75911, -1.09889, 0.70662], [-5.13516, -1.16227, 1.59184], [-5.28480, -0.41661, -0.05834], [-3.37297, -0.50518, 0.73888], [-3.50455, 0.36228, 1.00105], [-2.72909, -0.53463, -0.51880], [-1.31871, -0.39952, -0.18893], [-0.67543, 0.79077, 0.10565], [-1.35004, 2.13750, 0.78581], [0.88470, 0.65089, 0.28801], [1.04676, 1.77310, 0.79513], [1.41006, 0.80641, -1.13072], [3.04497, 0.64184, -0.94021], [3.49863, -0.22117, -0.01061], [2.86542, -0.29557, 1.14150], [1.29276, -0.45460, 1.24963], [1.17418, -1.52914, 0.67876], [0.83425, -0.45003, 2.17890], [3.35900, -1.01517, 1.78519], [3.08277, 0.69549, 1.93990], [4.87606, -0.42569, -0.09602], [5.07136, -1.22976, 0.69228], [5.29309, -0.39052, -0.96584], [5.33617, 0.48925, 0.65449], [3.50841, 0.96957, -2.04478], [3.34842, 1.81389, -0.35958], [1.30170, -0.40660, -1.55156], [1.16809, 1.71464, -1.63829], [-0.72489, -1.05244, -0.59803], [-3.16575, 0.57732, -1.45631], [-3.14912, 1.71355, -1.12618], [-4.26367, 0.37071, -1.90360], [-2.59074, 0.66433, -2.42810], [-2.79391, -1.55742, -1.06326], [-2.88015, -1.12186, 1.48803], [-4.69870, -1.90446, 0.25748]],
  "forces_ev_per_angstrom": [[1.1, 8.9, -3.7], [-2.8, -0.1, 5.2], [-0.2, -1.0, 1.6], [-1.6, -9.3, 0.8], [-0.7, 9.2, 3.3], [1.5, -0.6, -3.2], [2.8, 3.4, -0.2], [-1.3, -1.5, 2.5], [1.0, -0.4, -0.8], [-3.6, 4.9, 0.7], [-0.4, -3.9, -1.3], [4.9, -7.5, 1.6], [-1.7, 9.2, -2.4], [-0.4, -2.6, -5.1], [-1.3, 1.9, 8.0], [3.9, -2.5, -6.6], [-0.5, 2.6, 1.4], [-0.8, 0.6, 1.6], [-0.2, -0.6, 0.0], [-0.3, -1.4, -2.2], [0.0, 1.3, 11.1], [0.5, 0.2, -2.0], [2.3, -0.3, -5.2], [-0.5, -1.6, -2.3], [-0.7, -2.2, 3.0], [-0.9, -2.1, -1.5], [-0.8, 3.9, 0.3], [-0.7, 0.1, -0.2], [1.1, -1.5, -0.8], [-2.4, 2.1, -3.1], [-0.2, -2.7, 0.1], [2.3, 0.4, 1.4], [-0.2, -0.7, 1.1], [-0.1, 1.6, 0.9], [0.7, 0.4, 0.1], [0.2, -8.3, -3.9]],
  "mulliken_charge": [-1.812, 0.530, 0.286, -0.607, 0.518, 0.054, -0.016, -0.192, -0.164, -0.040, 0.527, -0.445, -0.712, 0.241, -0.652, -0.612, 0.277, 0.458, 0.407, 0.293, -0.996, 0.281, 0.422, 0.304, 0.336, 0.275, 0.257, 0.428, 0.316, -1.247, 0.228, 0.363, 0.401, 0.325, 0.392, 0.577],
  "charge": 1
}



{
  "formula": "C10H22N4",
  "method": "wB97M-V/def2-TZVPD",
  "species": ["H", "N", "C", "N", "N", "C", "C", "N", "C", "C", "C", "C", "C", "C", "C", "H", "H", "H", "H", "H", "H", "H", "H", "H", "H", "H", "H", "H", "H", "H", "H", "H", "H", "H", "H", "H"],
  "coordinates": [[-4.19367, -2.15773, -0.16596], [-3.56079, -1.59946, -0.72564], [-2.98332, -0.71034, -0.01019], [-3.26187, -0.29376, 1.29989], [-1.86767, -0.02570, -0.52085], [-1.80619, 1.44266, -0.36746], [-0.64570, 2.08742, -1.16154], [0.73382, 1.69697, -0.76396], [1.10791, 1.86854, 0.64086], [1.01272, 0.64377, 1.64680], [1.97679, -0.59313, 1.46721], [1.59592, -1.77144, 0.54125], [2.01638, -1.81411, -0.97376], [1.31865, -0.77123, -1.91738], [1.17344, 0.35701, -0.91328], [-3.92395, -0.91474, 1.74804], [-2.40688, -0.20878, 1.84063], [-1.87511, -0.21872, -1.51096], [-1.79655, 1.72344, 0.70208], [-2.75212, 1.88512, -0.77129], [-0.71512, 1.91181, -2.24151], [-0.65978, 3.19247, -0.99842], [0.53188, 2.72766, 1.03413], [2.18466, 2.08758, 0.68168], [-0.00045, 0.27256, 1.58479], [1.12370, 1.03338, 2.65420], [2.05416, -1.07873, 2.45777], [3.00001, -0.22007, 1.20752], [0.54114, -2.01966, 0.64757], [2.14315, -2.64418, 0.98614], [3.05541, -1.50940, -0.99729], [2.01202, -2.85337, -1.30324], [0.30845, -1.09801, -2.27752], [1.92589, -0.61017, -2.83054], [2.14153, 0.31079, -0.43550], [0.49156, -0.12845, -0.25429]],
  "forces_ev_per_angstrom": [[-0.3, 0.0, 0.0], [0.3, 0.4, 0.4], [0.6, 0.2, 0.1], [-0.2, -0.7, -0.2], [-0.5, 0.4, -0.4], [-0.9, 0.5, -0.3], [1.2, 0.0, 1.2], [-0.1, 1.4, -0.8], [0.2, 0.7, 1.0], [-0.3, -0.3, -0.9], [0.2, 0.5, 0.6], [0.9, -1.2, -0.2], [-0.2, 0.7, 0.3], [-1.0, -0.3, -1.2], [-0.1, -1.8, -0.1], [0.1, 0.2, 0.1], [-0.2, 0.1, 0.0], [0.3, -0.3, -0.3], [0.3, -0.2, -0.5], [0.5, -0.1, 0.3], [-0.2, -0.1, 0.2], [-0.4, -0.8, -0.2], [0.4, -0.3, 0.1], [-0.2, 0.5, -0.2], [-0.5, -0.3, 0.2], [0.2, 0.2, 0.1], [0.1, 0.5, -0.2], [-0.6, -0.3, 0.3], [-0.2, 0.1, 0.0], [-0.5, 0.5, -0.3], [0.5, -0.1, 0.1], [-0.4, 0.1, -0.2], [0.8, 0.0, 0.3], [-0.1, 0.1, 0.5], [0.2, 0.6, -0.2], [-0.1, -0.9, 0.4]],
  "mulliken_charge": [0.227, -0.716, 0.179, -0.443, -0.005, -0.664, -0.856, 0.117, -0.604, -0.162, -0.759, -0.514, -0.813, -0.720, -1.218, 0.294, 0.176, 0.269, 0.351, 0.419, 0.368, 0.370, 0.498, 0.354, -0.362, 0.501, 0.456, 0.266, 0.188, 0.429, 0.281, 0.465, 0.194, 0.322, 0.715, 0.400],
  "charge": 0,
  "smiles": "[H]/N=C(\\N)NCCN1CCCCCCC1"
}



{
  "formula": "C10H22N4O4P",
  "method": "wB97M-V/def2-TZVPD",
  "species": ["N", "C", "C", "P", "O", "C", "N", "C", "N", "C", "O", "O", "H", "H", "H", "H", "H", "H", "H", "H", "C", "N", "C", "C", "C", "C", "O", "H", "H", "H", "H", "H", "H", "H", "H", "H", "H", "H", "H", "H", "H"],
  "coordinates": [[1.11689, 0.12348, 5.72504], [0.68068, 0.77576, 4.91727], [0.31509, 1.60931, 3.69556], [-0.77610, 0.64456, 2.52658], [-0.20104, 0.40532, 1.15745], [1.61333, 2.19554, 3.04729], [1.36268, 3.11301, 1.93288], [2.33191, 3.01810, 4.15116], [2.73469, 3.64081, 4.99339], [2.56754, 1.05555, 2.55290], [3.91394, 1.34051, 2.99404], [4.51661, 0.09918, 3.13820], [-0.28151, 2.47666, 4.07097], [-2.03159, 1.31658, 2.45200], [-1.04307, -0.63149, 3.11396], [0.97189, 3.99930, 2.25505], [2.28788, 3.32545, 1.55228], [2.31762, 0.05740, 2.96676], [2.52265, 0.97218, 1.44807], [4.40580, -0.19655, 4.06075], [-0.58771, -0.21891, -2.31850], [-1.55445, -1.37943, -2.40889], [-2.63534, -1.16169, -1.39220], [-0.83172, -2.65068, -2.08449], [-2.21796, -1.44662, -3.78010], [-1.28415, -1.71193, -4.94860], [-0.31752, -0.68006, -5.07065], [-0.34585, -0.05051, -1.26488], [0.32354, -0.47196, -2.84860], [-1.06367, 0.66431, -2.73716], [-2.17044, -1.11965, -0.40837], [-3.33771, -1.99242, -1.44434], [-3.13667, -0.22216, -1.61708], [-0.00294, -2.77482, -2.77684], [-1.53259, -3.47966, -2.17280], [-0.45237, -2.57816, -1.06678], [-2.72158, -0.48864, -3.91548], [-2.96478, -2.23953, -3.72440], [-1.88013, -1.74066, -5.86550], [-0.77747, -2.67620, -4.84756], [0.22192, -0.86914, -5.84830]],
  "forces_ev_per_angstrom": [[0.9, -1.7, 2.2], [-1.1, 2.5, -3.7], [-0.3, 0.2, 1.5], [0.5, -0.8, -1.8], [-0.3, 0.2, 0.8], [1.5, 0.6, 0.6], [-0.1, -0.2, 0.2], [-2.2, -3.3, -3.1], [1.3, 2.1, 2.5], [0.2, -0.2, 0.1], [-1.4, 0.4, 0.1], [1.1, -1.4, -0.3], [0.3, -0.6, -0.3], [0.4, -0.1, 0.5], [0.0, 0.8, 0.4], [0.1, -0.2, 0.0], [-0.4, 0.1, -0.1], [-0.2, 0.7, -0.1], [0.0, 0.2, 0.6], [-0.2, 0.7, 0.0], [0.1, -0.1, 0.5], [0.1, 0.2, -0.1], [0.1, -0.1, -0.1], [-0.1, 0.2, -0.1], [0.4, 0.1, 0.0], [0.3, 0.0, -0.2], [-0.1, 0.0, 0.1], [-0.2, -0.1, 0.0], [-0.2, 0.1, -0.2], [0.1, -0.1, -0.1], [0.0, 0.1, -0.1], [0.0, 0.1, 0.0], [0.0, 0.0, 0.0], [0.0, 0.0, 0.0], [0.1, 0.0, 0.0], [0.0, 0.0, 0.0], [0.0, 0.0, 0.0], [0.0, 0.0, 0.0], [-0.3, -0.2, 0.2], [-0.2, -0.1, 0.0], [0.0, 0.1, 0.1]],
  "mulliken_charge": [-0.342, -0.040, -0.183, 0.170, -0.558, 1.144, -0.650, -0.206, -0.427, -0.845, -0.173, -0.417, 0.558, 0.108, 0.107, 0.288, 0.341, 0.384, 0.368, 0.346, -0.886, -0.007, -0.826, -0.867, -0.465, -0.597, -0.493, 0.400, 0.402, 0.365, 0.287, 0.406, 0.385, 0.388, 0.361, 0.333, 0.388, 0.360, 0.415, 0.360, 0.318],
  "charge": 1
}



One value per record, in order, for HOMO-LUMO gap: 8.402, 8.780, 10.175 eV.
One value per record, in order, for energy relative to the best compared isomer or geometry (same formula, charge and spin): 240.7, 10.8, 18.2 kcal/mol.